Record 1
Density functional theory data (ωB97M-V/def2-TZVPD) for a structure of composition C23H27BrN3O8Re.

XYZ file:
```
63
Properties=species:S:1:pos:R:3
Re 0.005 -0.419 0.071
O -2.881 -2.467 -0.459
C -2.715 -1.283 -0.379
O -1.858 -0.759 0.528
C -3.406 -0.303 -1.306
C -3.426 1.156 -0.834
C -4.378 1.969 -1.720
C -3.531 2.135 -3.003
C -2.274 1.346 -2.628
O -2.127 1.625 -1.230
C -2.610 -0.167 -2.647
C -1.361 -1.023 -2.710
O -1.129 -1.872 -3.513
O -0.430 -0.680 -1.776
H -4.401 -0.707 -1.483
H -3.560 1.286 0.237
H -5.317 1.446 -1.892
H -4.606 2.929 -1.261
H -4.015 1.743 -3.895
H -3.278 3.178 -3.183
H -1.368 1.621 -3.162
H -3.214 -0.440 -3.510
O -1.217 5.211 2.373
C -0.915 3.989 1.943
C -1.615 2.840 2.311
C -1.211 1.636 1.801
N -0.160 1.492 0.962
C 0.495 2.612 0.614
Br 1.924 2.497 -0.594
C 0.166 3.863 1.075
H -1.977 5.200 2.969
H -2.461 2.882 2.983
H -1.727 0.730 2.066
H 0.729 4.732 0.774
C 1.514 -1.827 3.786
C 0.336 -1.863 2.822
C -0.942 -1.410 3.515
C 0.159 -3.240 2.193
O 0.682 -0.942 1.762
H 1.265 -2.368 4.699
H 1.752 -0.798 4.054
H 2.397 -2.293 3.347
H -1.264 -2.179 4.217
H -1.742 -1.262 2.795
H -0.775 -0.489 4.077
H -0.001 -3.992 2.965
H 1.052 -3.517 1.630
H -0.703 -3.254 1.522
N 6.397 -1.840 -3.071
C 6.112 -1.628 -1.768
O 6.935 -1.696 -0.883
C 4.679 -1.272 -1.427
C 3.666 -1.048 -2.350
C 2.396 -0.744 -1.905
N 2.092 -0.649 -0.601
C 3.078 -0.840 0.294
C 4.368 -1.148 -0.080
H 7.341 -2.105 -3.300
H 5.700 -1.896 -3.788
H 3.827 -1.093 -3.417
H 1.587 -0.580 -2.599
H 2.799 -0.725 1.330
H 5.141 -1.296 0.660
```

net charge = +1
multiplicity = 4
Kohn-Sham gap (alpha / beta) = 7.8834 / 8.6356 eV
HOMO (alpha / beta) = -11.5 / -12.8 eV


Record 2
Density functional theory data (ωB97M-V/def2-TZVPD) for a structure of composition C23H27CeN2O6 at a distorted geometry.

XYZ file:
```
59
Properties=species:S:1:pos:R:3
Ce 8.616 8.181 8.378
C 11.790 8.441 7.079
C 11.057 8.418 5.753
O 9.860 7.665 6.069
C 9.045 7.611 4.917
C 7.651 7.246 5.390
O 7.329 8.206 6.346
C 6.791 9.453 5.894
C 7.865 10.485 5.949
O 8.651 10.250 7.108
C 9.737 11.226 7.059
C 10.874 10.605 7.899
O 10.910 9.170 7.976
H 12.765 8.881 7.017
H 11.877 7.417 7.451
H 11.601 7.937 4.916
H 10.724 9.396 5.514
H 9.444 6.863 4.232
H 9.062 8.588 4.458
H 7.571 6.222 5.856
H 6.868 7.218 4.589
H 6.010 9.665 6.605
H 6.371 9.259 4.879
H 7.432 11.515 6.006
H 8.571 10.481 5.109
H 9.393 12.210 7.456
H 10.041 11.392 6.013
H 10.838 10.962 8.927
H 11.907 10.948 7.555
O 10.694 11.170 10.732
C 9.894 10.342 11.124
N 9.784 9.915 12.406
C 9.064 8.661 12.528
C 8.587 8.611 11.071
O 8.005 7.619 10.479
N 8.969 9.629 10.305
C 10.057 7.492 12.793
C 9.599 6.172 12.714
C 10.517 5.120 12.814
C 11.888 5.338 13.056
C 12.345 6.650 13.062
C 11.449 7.691 12.958
C 7.872 8.788 13.478
C 7.968 8.315 14.824
C 6.955 8.559 15.729
C 5.819 9.259 15.284
C 5.728 9.729 13.980
C 6.776 9.503 13.065
H 10.259 10.399 13.157
H 8.535 5.994 12.634
H 10.159 4.121 12.784
H 12.576 4.490 13.081
H 13.362 6.913 13.311
H 11.849 8.730 13.015
H 8.835 7.773 15.145
H 7.085 8.220 16.757
H 4.988 9.440 15.940
H 4.865 10.276 13.699
H 6.736 9.878 12.050
```

net charge = +2
multiplicity = 2
Kohn-Sham gap (alpha / beta) = 7.0478 / 7.1223 eV
HOMO (alpha / beta) = -13.6 / -13.6 eV


Record 3
Density functional theory data (ωB97M-V/def2-TZVPD) for the molecule C23H27ClN4O6S at a distorted geometry.

XYZ file:
```
62
Properties=species:S:1:pos:R:3
O -1.273 4.455 0.476
C -0.226 4.402 -0.140
C 0.279 5.503 -1.071
O 0.982 4.992 -2.178
C 0.291 4.260 -3.101
C -1.071 3.990 -3.055
C -1.667 3.240 -4.056
C -0.918 2.741 -5.105
C 0.442 2.996 -5.160
C 1.040 3.750 -4.168
Cl 2.731 4.080 -4.223
N 0.629 3.370 -0.037
N 0.288 2.236 0.695
C 0.766 1.017 0.325
O 1.623 0.907 -0.529
C 0.229 -0.085 1.169
C 1.173 -0.763 1.929
C 0.785 -1.707 2.855
S 2.017 -2.612 3.774
O 3.194 -1.808 3.907
O 1.409 -3.161 4.950
N 2.417 -3.903 2.792
C 1.370 -4.875 2.584
C 2.001 -6.128 1.972
O 2.673 -5.820 0.773
C 3.691 -4.869 0.990
C 3.117 -3.574 1.571
C -0.560 -1.975 3.046
C -1.507 -1.340 2.276
C -1.146 -0.406 1.280
N -2.098 0.142 0.480
C -1.846 0.783 -0.801
C -3.076 0.442 -1.637
C -4.176 0.467 -0.584
C -3.501 -0.226 0.597
H -0.566 6.134 -1.373
H 1.001 6.123 -0.530
H -1.678 4.363 -2.246
H -2.730 3.056 -4.012
H -1.386 2.157 -5.881
H 1.045 2.615 -5.969
H 1.443 3.240 -0.629
H -0.488 2.380 1.327
H 2.218 -0.521 1.825
H 0.927 -5.091 3.555
H 0.598 -4.484 1.901
H 1.235 -6.862 1.713
H 2.704 -6.565 2.695
H 4.150 -4.686 0.017
H 4.440 -5.275 1.685
H 3.910 -2.873 1.827
H 2.438 -3.114 0.837
H -0.844 -2.683 3.808
H -2.545 -1.566 2.446
H -0.920 0.422 -1.252
H -1.786 1.871 -0.682
H -2.981 -0.557 -2.064
H -3.232 1.155 -2.443
H -4.424 1.497 -0.328
H -5.083 -0.046 -0.896
H -3.624 -1.313 0.515
H -3.905 0.104 1.558
```

SMILES = O=C(COc1ccccc1Cl)NNC(=O)c1cc(S(=O)(=O)N2CCOCC2)ccc1N1CCCC1
Kohn-Sham gap = 8.8275 eV
HOMO = -8.4 eV


Record 4
Density functional theory data (ωB97M-V/def2-TZVPD) for the molecule C23H27FN4O5 at a distorted geometry.

XYZ file:
```
60
Properties=species:S:1:pos:R:3
O 2.047 -4.415 -0.958
C 0.905 -4.782 -0.740
N 0.523 -6.018 -0.402
C 1.415 -7.143 -0.321
C 1.244 -8.093 -1.520
O 2.092 -9.207 -1.433
C -0.287 -3.820 -0.806
O -1.424 -4.198 -0.578
N 0.085 -2.588 -1.154
C -0.788 -1.444 -1.188
C -0.283 -0.384 -0.189
C -1.247 0.778 -0.037
C -1.878 1.366 -1.124
C -2.745 2.448 -0.985
C -2.966 2.917 0.286
C -2.349 2.327 1.390
C -1.490 1.267 1.253
O -2.755 2.960 2.529
C -3.675 3.949 2.116
O -3.768 3.939 0.706
N 1.093 -0.037 -0.523
C 1.349 0.763 -1.697
C 1.212 2.290 -1.478
N 1.583 2.627 -0.123
C 0.848 3.503 0.636
C 0.102 4.518 0.018
C -0.615 5.434 0.759
C -0.583 5.359 2.138
F -1.281 6.266 2.871
C 0.138 4.374 2.784
C 0.841 3.452 2.037
C 2.561 1.723 0.423
C 1.963 0.316 0.592
H -0.475 -6.153 -0.285
H 1.236 -7.695 0.606
H 2.432 -6.741 -0.310
H 0.228 -8.494 -1.536
H 1.416 -7.534 -2.451
H 3.008 -8.907 -1.446
H 1.080 -2.419 -1.250
H -1.788 -1.779 -0.904
H -0.822 -1.051 -2.206
H -0.227 -0.894 0.780
H -1.710 0.981 -2.117
H -3.229 2.895 -1.836
H -1.034 0.821 2.121
H -3.341 4.938 2.459
H -4.666 3.732 2.549
H 0.678 0.457 -2.498
H 2.370 0.530 -2.020
H 1.855 2.816 -2.200
H 0.178 2.590 -1.649
H 0.097 4.608 -1.056
H -1.187 6.210 0.275
H 0.134 4.326 3.862
H 1.379 2.679 2.561
H 3.403 1.686 -0.278
H 2.943 2.097 1.371
H 1.399 0.274 1.525
H 2.777 -0.421 0.653
```

SMILES = O=C(NCCO)C(=O)NC[C@H](c1ccc2c(c1)OCO2)N1CCN(c2ccc(F)cc2)CC1
Kohn-Sham gap = 8.1424 eV
HOMO = -7.5 eV


Record 5
Density functional theory data (ωB97M-V/def2-TZVPD) for a structure of composition C23H27GeN5O3SV.

XYZ file:
```
61
Properties=species:S:1:pos:R:3
V 0.331 -0.939 0.176
N 1.698 0.634 0.964
C 3.019 0.072 1.301
C 2.888 -1.418 1.597
O 3.835 -2.042 2.047
N 1.675 -1.900 1.247
C 1.509 -3.354 1.257
C 0.528 -3.658 0.124
O 0.636 -4.596 -0.632
O -0.404 -2.724 0.035
H 1.783 1.500 0.441
H 1.216 0.891 1.822
H 3.494 0.574 2.144
H 3.680 0.173 0.438
H 1.095 -3.707 2.206
H 2.457 -3.863 1.094
C -2.741 2.133 1.047
Ge -3.066 1.594 -0.812
C -4.936 1.449 -1.338
C -2.019 2.687 -2.051
C -2.134 -0.101 -0.452
H -2.824 3.196 1.273
H -0.619 2.369 0.926
H -3.453 1.598 1.682
H -5.397 2.436 -1.373
H -5.483 0.835 -0.623
H -5.019 0.994 -2.325
H -2.187 3.750 -1.881
H -2.278 2.459 -3.085
H -0.958 2.476 -1.909
H -1.768 -0.630 -1.339
H -2.840 -0.786 0.035
N 2.769 -2.636 -6.111
C 2.553 -1.352 -5.794
S 2.828 -0.088 -6.798
C 1.988 -1.149 -4.423
C 2.435 -0.100 -3.624
C 1.916 0.035 -2.356
N 0.971 -0.777 -1.863
C 0.514 -1.761 -2.646
C 1.005 -1.990 -3.920
H 3.138 -2.851 -7.022
H 2.684 -3.372 -5.431
H 3.183 0.586 -3.994
H 2.270 0.821 -1.702
H -0.234 -2.411 -2.210
H 0.604 -2.807 -4.503
N -0.063 1.088 8.061
C -0.271 1.161 6.933
C -0.526 1.260 5.521
C -0.369 2.484 4.873
C -0.614 2.570 3.515
C -1.016 1.455 2.780
C -1.165 0.239 3.442
C -0.924 0.136 4.802
C -1.311 1.596 1.300
C -1.035 0.338 0.499
H -0.055 3.352 5.436
H -0.492 3.523 3.010
H -1.461 -0.639 2.880
H -1.039 -0.812 5.309
```

multiplicity = 2
Kohn-Sham gap (alpha / beta) = 7.2129 / 6.5864 eV
HOMO (alpha / beta) = -8.3 / -7.7 eV


Record 6
Density functional theory data (ωB97M-V/def2-TZVPD) for a structure of composition C23H27N10O7S2Tc at a distorted geometry.

XYZ file:
```
70
Properties=species:S:1:pos:R:3
Tc -2.513 -0.678 -1.300
N -6.348 -1.214 -0.080
C -5.142 -1.343 -0.548
S -3.833 -1.125 0.615
N -4.916 -1.677 -1.810
N -3.684 -2.187 -1.947
C -3.313 -3.406 -2.347
C -2.125 -4.064 -1.872
C -1.906 -5.481 -2.096
C -0.737 -6.067 -1.673
C 0.234 -5.339 -1.062
C 0.094 -4.004 -0.800
C -1.026 -3.366 -1.254
O -0.985 -2.034 -1.158
H -6.515 -0.712 0.783
H -7.111 -1.392 -0.700
H -3.980 -3.994 -3.040
H -2.700 -5.985 -2.612
H -0.642 -7.095 -1.896
H 1.196 -5.827 -0.843
H 0.891 -3.432 -0.297
N -1.008 0.425 -0.473
N -1.154 1.794 -0.922
C -2.524 2.196 -1.055
O -2.812 3.381 -1.126
O -3.333 1.211 -1.155
H -1.237 0.436 0.564
H -0.062 0.078 -0.624
H -0.570 2.510 -0.496
N 1.973 -0.456 -5.656
C 0.894 -0.177 -5.383
C -0.454 0.023 -4.876
C -1.306 0.918 -5.621
C -2.528 1.383 -5.130
C -2.896 0.885 -3.922
N -2.020 0.129 -3.150
C -0.861 -0.341 -3.658
H -0.958 1.247 -6.587
H -3.141 2.082 -5.720
H -3.952 1.041 -3.575
H -0.331 -1.035 -3.018
C 2.348 5.154 6.016
C 2.530 4.450 4.688
S 2.924 2.649 4.935
O 1.762 1.935 5.365
O 4.184 2.655 5.702
C 3.431 2.266 3.272
C 3.765 0.817 3.165
N 3.239 0.251 1.830
C 2.049 -0.392 1.644
N 1.762 -0.568 0.362
C 2.787 0.012 -0.348
C 3.698 0.600 0.525
N 4.736 1.408 0.194
O 5.476 1.924 1.080
O 4.878 1.576 -1.059
C 1.146 -0.828 2.716
H 2.542 6.245 5.805
H 3.003 4.753 6.807
H 1.313 5.062 6.338
H 3.387 4.809 4.118
H 1.639 4.527 4.072
H 4.254 2.926 3.017
H 2.622 2.544 2.664
H 3.466 0.234 4.049
H 4.834 0.660 2.970
H 2.881 -0.004 -1.463
H 1.497 -1.813 3.141
H 0.113 -1.044 2.348
H 1.078 -0.117 3.562
```

net charge = +1
multiplicity = 4
Kohn-Sham gap (alpha / beta) = 7.5028 / 6.4318 eV
HOMO (alpha / beta) = -11.2 / -11.7 eV


Record 7
Density functional theory data (ωB97M-V/def2-TZVPD) for the molecule C23H27N3O2.

XYZ file:
```
55
Properties=species:S:1:pos:R:3
C -3.167 1.146 4.413
N -2.190 1.148 3.364
C -0.850 1.089 3.485
C -0.315 1.097 2.211
C 1.145 1.097 1.861
N 1.901 -0.101 2.211
C 2.082 -0.305 3.638
C 3.167 -1.352 3.878
C 2.783 -2.664 3.200
C 2.440 -2.444 1.724
C 3.670 -2.153 0.849
O 4.330 -0.950 1.135
C 1.406 -1.319 1.594
C -1.450 1.181 1.364
C -1.562 1.322 -0.085
C -0.719 0.685 -0.989
C -0.869 0.858 -2.352
C -1.887 1.668 -2.841
O -2.054 1.940 -4.174
C -1.786 0.984 -5.118
C -2.003 -0.374 -4.909
C -1.768 -1.271 -5.934
C -1.326 -0.829 -7.169
C -1.127 0.525 -7.381
C -1.354 1.432 -6.363
C -2.743 2.307 -1.948
C -2.580 2.134 -0.591
N -2.561 1.213 2.095
H -3.011 1.992 5.085
H -3.114 0.220 4.990
H -4.148 1.227 3.950
H -0.379 1.067 4.448
H 1.258 1.260 0.786
H 1.632 1.933 2.376
H 2.376 0.646 4.089
H 1.148 -0.646 4.117
H 4.114 -0.995 3.475
H 3.287 -1.508 4.952
H 3.598 -3.384 3.287
H 1.906 -3.085 3.702
H 1.991 -3.363 1.331
H 4.409 -2.951 0.972
H 3.344 -2.156 -0.206
H 3.641 -0.296 1.350
H 1.229 -1.125 0.533
H 0.450 -1.643 2.043
H 0.058 0.026 -0.635
H -0.194 0.366 -3.037
H -2.364 -0.719 -3.950
H -1.938 -2.324 -5.765
H -1.144 -1.536 -7.965
H -0.790 0.879 -8.344
H -1.205 2.490 -6.512
H -3.526 2.938 -2.340
H -3.245 2.622 0.103
```

SMILES = Cn1cc(CN2CCC[C@H](CO)C2)c(-c2ccc(Oc3ccccc3)cc2)n1
Kohn-Sham gap = 8.7078 eV
HOMO = -8.0 eV


Record 8
Density functional theory data (ωB97M-V/def2-TZVPD) for the molecule C23H27N3O2 at a distorted geometry.

XYZ file:
```
55
Properties=species:S:1:pos:R:3
C -0.476 -3.885 0.185
C -0.060 -2.493 0.653
C 0.770 -2.589 1.930
C -1.277 -1.593 0.909
N -2.142 -1.464 -0.253
C -3.414 -2.144 -0.199
C -1.780 -0.562 -1.187
O -0.710 0.021 -1.131
C -2.754 -0.267 -2.330
C -3.992 0.511 -1.831
C -3.613 1.254 -0.605
N -3.926 0.956 0.612
N -3.246 1.806 1.414
C -2.556 2.579 0.643
C -1.546 3.588 1.037
C -0.201 2.958 0.749
C 0.335 2.034 1.636
C 1.525 1.396 1.345
C 2.205 1.664 0.161
C 3.469 0.982 -0.150
C 3.612 -0.385 0.078
C 4.801 -1.026 -0.215
C 5.868 -0.313 -0.735
C 5.737 1.046 -0.964
C 4.547 1.689 -0.678
C 1.661 2.590 -0.724
C 0.469 3.224 -0.435
O -2.757 2.292 -0.661
H -1.036 -3.829 -0.746
H 0.404 -4.500 0.012
H -1.091 -4.376 0.938
H 0.535 -2.020 -0.133
H 1.678 -3.162 1.752
H 0.202 -3.084 2.715
H 1.048 -1.599 2.282
H -1.872 -1.980 1.737
H -0.916 -0.593 1.173
H -3.283 -3.094 0.316
H -3.788 -2.350 -1.199
H -4.147 -1.543 0.348
H -3.055 -1.180 -2.843
H -2.195 0.354 -3.031
H -4.328 1.207 -2.600
H -4.812 -0.157 -1.574
H -1.667 3.803 2.098
H -1.679 4.497 0.449
H -0.192 1.812 2.553
H 1.943 0.693 2.051
H 2.775 -0.946 0.464
H 4.896 -2.088 -0.040
H 6.798 -0.814 -0.961
H 6.568 1.608 -1.367
H 4.455 2.752 -0.846
H 2.162 2.791 -1.659
H 0.050 3.926 -1.143
```

SMILES = CC(C)CN(C)C(=O)CCc1nnc(Cc2ccc(-c3ccccc3)cc2)o1
Kohn-Sham gap = 9.1366 eV
HOMO = -8.4 eV